[1]
The following is a quantum chemistry calculation of a structure of composition C44H29F5N4O2Pd in a non-equilibrium geometry, from the OMol25 dataset.

Computed properties:
HOMO energy (alpha / beta) (eV): -13.33 / -13.33
ΔE to the lowest compared entry with this formula, charge and spin (eV): 5.235
Gap between HOMO and LUMO (alpha / beta) (eV): 4.45 / 4.45
Total charge: +2

Last column: Löwdin charge in e.
CARTESIAN COORDINATES (ANGSTROEM)
Pd -0.117 -0.488 -0.956  0.97
C 4.457 -2.001 0.170  -0.03
O 4.491 -0.956 1.171  0.07
C 3.404 -0.213 0.981  -0.28
N 2.649 -0.501 -0.015  0.14
C 3.372 -1.477 -0.803  -0.21
C 2.374 -2.367 -1.571  -0.21
C 3.128 -3.213 -2.636  0.02
C 1.462 -4.344 -3.477  -0.01
C 0.021 -4.087 -3.310  0.13
C -0.545 -3.797 -2.094  -0.02
C 0.211 -3.608 -0.948  0.19
C 3.037 0.924 1.841  -0.17
C 3.690 1.486 2.935  0.04
C 3.057 2.557 3.553  -0.01
C 1.798 2.988 3.131  0.04
C 1.217 2.309 2.065  -0.15
N 1.873 1.360 1.438  0.15
C -0.225 2.242 1.664  -0.28
N -0.552 1.234 0.928  0.12
C -2.999 1.777 1.141  -0.18
C -2.442 3.071 1.801  -0.02
O -1.087 3.007 2.301  0.06
C -3.421 2.266 -0.256  -0.18
C -2.537 2.359 -1.329  -0.04
C -2.957 2.833 -2.565  -0.06
C -4.267 3.244 -2.747  -0.07
C -5.141 3.220 -1.671  -0.05
C -4.716 2.750 -0.439  -0.03
H 5.443 -2.062 -0.281  0.14
H 4.215 -2.943 0.655  0.13
H 3.871 -0.927 -1.615  0.17
H 4.215 -3.176 -2.625  0.19
H 1.634 -5.211 -4.120  0.19
H -0.613 -4.196 -4.184  0.15
H -1.623 -3.739 -2.021  0.13
H -0.252 -3.521 0.030  0.16
H 4.632 1.090 3.291  0.13
H 3.530 3.036 4.399  0.12
H 1.274 3.784 3.641  0.13
H -3.575 0.030 2.206  0.13
H -2.436 3.856 1.047  0.15
H -3.041 3.417 2.635  0.13
H -1.497 2.084 -1.218  0.09
H -2.247 2.886 -3.381  0.11
H -4.600 3.592 -3.716  0.11
H -6.160 3.564 -1.789  0.11
H -5.407 2.762 0.397  0.13
C -2.556 -1.680 -4.481  -0.05
C -3.816 -1.832 -3.940  -0.04
C -3.992 -1.600 -2.590  0.00
C -2.934 -1.215 -1.759  -0.18
C -1.639 -1.103 -2.305  -0.11
C -1.485 -1.335 -3.659  -0.12
C -3.158 -0.690 -0.398  -0.18
C -4.554 -0.575 0.054  0.00
C -5.057 0.210 1.019  0.02
C -4.116 0.941 1.902  -0.24
C -4.431 1.475 3.245  -0.02
C -3.418 1.340 4.122  -0.07
C -2.205 0.594 3.806  -0.04
C -1.709 0.155 2.623  0.00
C -1.869 0.712 1.192  -0.43
N -2.049 -0.336 0.182  0.10
H -2.383 -1.826 -5.540  0.12
H -4.657 -2.105 -4.562  0.12
H -4.993 -1.692 -2.200  0.11
H -0.540 -1.271 -4.167  0.07
H -5.253 -1.198 -0.480  0.10
H -6.112 0.154 1.263  0.14
H -5.388 1.906 3.512  0.13
H -3.528 1.677 5.144  0.12
H -1.686 0.217 4.682  0.12
H -0.887 -0.555 2.663  0.12
F 0.976 0.213 -3.722  0.13
C 1.467 -0.972 -3.393  -0.26
C 1.331 -1.397 -2.070  0.01
C 1.692 -3.659 -0.986  -0.27
F 2.186 -4.044 0.216  0.12
C 2.308 -4.432 -2.187  -0.27
F 2.853 -5.621 -1.920  0.16
C 2.438 -3.181 -3.992  -0.25
F 3.213 -3.651 -4.997  0.13
C 1.927 -1.818 -4.356  -0.07
F 1.904 -1.501 -5.598  0.26



[2]
The following is a quantum chemistry calculation of a structure of composition C44H30AgClF2N3OS3, from the OMol25 dataset.

Computed properties:
HOMO energy (eV): -3.69
ΔE to the lowest compared entry with this formula, charge and spin (eV): 0.000
Gap between HOMO and LUMO (eV): 5.40
Total charge: -1

Last column: Löwdin charge in e.
CARTESIAN COORDINATES (ANGSTROEM)
Ag 0.244 0.328 -0.110  0.68
S -2.785 5.188 -2.396  1.07
C -3.274 6.760 -2.842  -0.43
C -3.433 7.567 -1.756  -0.20
C -3.151 6.894 -0.541  -0.13
C -2.782 5.587 -0.726  -0.48
C -2.428 4.594 0.299  -0.19
C -1.925 3.325 -0.066  -0.08
N -1.608 2.389 0.793  0.13
C -1.760 2.638 2.101  -0.15
C -2.215 3.875 2.586  -0.14
C -2.301 4.114 4.000  -0.03
C -1.933 3.161 4.879  -0.03
C -1.477 1.879 4.419  -0.14
C -1.083 0.870 5.309  0.04
C -0.665 -0.351 4.830  -0.19
C -0.677 -0.531 3.425  -0.08
N -1.041 0.395 2.575  0.13
C -1.414 1.596 3.047  -0.15
C -0.234 -1.426 5.736  -0.48
C -0.284 -1.435 7.106  -0.13
C 0.205 -2.639 7.672  -0.19
C 0.615 -3.524 6.721  -0.43
S 0.436 -2.894 5.147  1.06
C -2.560 4.855 1.644  0.04
H -3.418 7.012 -3.880  0.06
H -3.735 8.602 -1.821  0.10
H -3.209 7.366 0.429  0.10
H -1.758 3.067 -1.108  0.09
H -2.653 5.081 4.340  0.11
H -1.977 3.339 5.947  0.11
H -1.104 1.081 6.371  0.11
H -0.380 -1.480 2.981  0.09
H -0.665 -0.612 7.691  0.10
H 0.240 -2.841 8.733  0.10
H 1.022 -4.511 6.873  0.06
H -2.929 5.810 1.998  0.11
F -3.286 0.059 -4.312  0.02
C -2.662 -0.652 -3.328  -0.29
C -1.803 -0.007 -2.466  -0.10
C -1.133 -0.701 -1.450  -0.16
C -1.383 -2.091 -1.362  -0.17
C -2.247 -2.692 -2.269  -0.24
F -2.462 -4.043 -2.236  0.03
C -2.912 -2.007 -3.267  0.03
C -0.725 -2.907 -0.301  -0.23
C -1.391 -3.926 0.391  -0.02
C -0.726 -4.619 1.382  -0.08
C 0.587 -4.281 1.685  -0.11
C 1.162 -3.242 0.972  -0.16
N 0.533 -2.586 0.004  0.10
H -1.642 1.054 -2.620  0.09
H -3.561 -2.510 -3.968  0.12
H -2.419 -4.157 0.153  0.11
H -1.229 -5.411 1.924  0.10
H 1.143 -4.797 2.457  0.08
H 2.173 -2.907 1.188  0.11
Cl 3.523 1.281 0.330  0.26
C 1.840 1.098 1.097  -0.74
H 1.639 2.099 1.487  -0.07
H 2.051 0.454 1.955  -0.08
O 1.556 0.857 -3.260  -0.53
S 2.192 -0.267 -2.515  0.90
C 3.866 -0.355 -3.178  -0.36
C 4.174 0.338 -4.335  -0.07
C 5.471 0.291 -4.826  -0.09
C 6.446 -0.435 -4.156  -0.10
C 6.132 -1.104 -2.981  -0.09
C 4.838 -1.056 -2.482  -0.09
C 1.581 -1.777 -3.286  -0.36
C 0.716 -1.657 -4.358  -0.07
C 0.172 -2.807 -4.916  -0.08
C 0.485 -4.051 -4.392  -0.10
C 1.346 -4.155 -3.307  -0.08
C 1.895 -3.014 -2.747  -0.10
H 3.391 0.908 -4.819  0.11
H 5.721 0.831 -5.731  0.10
H 7.458 -0.466 -4.542  0.09
H 6.898 -1.645 -2.440  0.10
H 4.593 -1.534 -1.542  0.10
H 0.470 -0.666 -4.718  0.11
H -0.519 -2.723 -5.746  0.10
H 0.038 -4.945 -4.812  0.10
H 1.574 -5.125 -2.882  0.10
H 2.537 -3.081 -1.878  0.10



[3]
The following is a quantum chemistry calculation of a structure of composition C44H30Br2FeINOP2S2, from the OMol25 dataset.

Computed properties:
Spin multiplicity: 2
HOMO energy (alpha / beta) (eV): -4.34 / -4.52
ΔE to the lowest compared entry with this formula, charge and spin (eV): 0.000
Gap between HOMO and LUMO (alpha / beta) (eV): 6.59 / 6.81
Total charge: -1

Last column: Löwdin spin population.
CARTESIAN COORDINATES (ANGSTROEM)
Fe -1.494 0.793 -1.008  1.03
S -1.888 -3.162 0.605  0.01
P -0.309 -1.999 0.358  0.01
C -0.409 -0.264 0.261  0.00
P -0.825 0.694 1.620  0.00
S -2.401 1.764 0.965  -0.03
C -1.251 -0.153 3.176  0.00
C -0.476 -0.072 4.330  0.00
C -0.847 -0.771 5.471  0.00
C -1.991 -1.555 5.462  0.00
C -2.772 -1.632 4.315  0.00
C -2.408 -0.931 3.177  0.00
C 0.498 1.850 2.137  0.00
C 0.229 3.195 2.360  0.00
C 1.251 4.061 2.728  0.00
C 2.546 3.589 2.879  0.00
C 2.821 2.245 2.656  0.00
C 1.802 1.383 2.281  0.00
C 0.625 -2.582 -1.113  0.00
C 0.391 -3.857 -1.619  0.00
C 1.163 -4.355 -2.659  0.00
C 2.185 -3.587 -3.198  0.00
C 2.417 -2.309 -2.708  0.00
C 1.632 -1.805 -1.680  0.00
C 0.901 -2.380 1.703  0.00
C 0.472 -3.033 2.852  0.00
C 1.360 -3.306 3.884  0.00
C 2.694 -2.946 3.772  0.00
C 3.138 -2.308 2.620  0.00
C 2.246 -2.027 1.596  0.00
H 0.421 0.533 4.344  0.00
H -0.236 -0.707 6.362  0.00
H -2.278 -2.106 6.350  0.00
H -3.663 -2.247 4.302  0.00
H -3.007 -0.993 2.277  0.00
H -0.778 3.563 2.211  0.00
H 1.035 5.111 2.882  0.00
H 3.343 4.267 3.159  0.00
H 3.831 1.870 2.766  0.00
H 2.015 0.340 2.089  0.00
H -0.413 -4.443 -1.189  0.00
H 0.959 -5.342 -3.055  0.00
H 2.790 -3.976 -4.008  0.00
H 3.197 -1.693 -3.141  0.00
H 1.784 -0.795 -1.319  0.00
H -0.570 -3.323 2.924  0.00
H 1.003 -3.801 4.779  0.00
H 3.388 -3.163 4.575  0.00
H 4.180 -2.031 2.518  0.00
H 2.601 -1.525 0.705  0.00
I -3.232 2.443 -2.416  0.00
C -1.932 4.027 -2.010  0.00
C -2.340 5.300 -2.279  0.00
C -1.447 6.371 -2.071  0.00
C -0.180 6.117 -1.639  0.00
C 0.257 4.796 -1.370  0.00
C 1.591 4.549 -0.972  0.00
C 2.001 3.270 -0.754  0.00
C 1.089 2.198 -0.860  0.00
C -0.242 2.357 -1.187  -0.02
C -0.642 3.698 -1.513  0.00
H -3.336 5.490 -2.657  0.00
H -1.772 7.384 -2.271  0.00
H 0.526 6.929 -1.500  0.00
H 2.267 5.389 -0.856  0.00
H 3.024 3.069 -0.455  0.00
H 1.436 1.207 -0.598  0.00
Br -5.112 -2.775 -1.326  0.00
C -3.591 -2.466 -2.398  0.00
C -3.300 -3.350 -3.441  0.00
C -2.236 -3.139 -4.276  0.00
Br -1.899 -4.378 -5.679  0.00
C -1.400 -2.015 -4.108  0.00
C -0.333 -1.635 -4.951  0.00
C 0.373 -0.501 -4.673  0.00
C 0.070 0.244 -3.523  0.00
N -0.907 -0.091 -2.714  -0.01
C -1.672 -1.175 -3.008  0.00
C -2.787 -1.363 -2.120  0.00
O -2.980 -0.509 -1.182  0.01
H -3.937 -4.212 -3.585  0.00
H -0.092 -2.248 -5.809  0.00
H 1.188 -0.181 -5.308  0.00
H 0.643 1.120 -3.249  0.00